This record from OMol25 describes an isolated ion of composition C3H9N2S and charge +1. The level of theory is the ωB97M-V functional and the def2-TZVPD basis.

```
15
Properties=species:S:1:pos:R:3:forces:R:3
C -1.506 -1.134 1.254 -1.60 -2.65 -0.52
N -0.321 -0.598 0.663 2.17 2.96 -0.74
S 0.360 0.776 1.623 -0.59 -0.17 -0.69
C -0.431 0.829 -0.021 0.80 -2.67 3.22
C 0.581 0.986 -1.124 -2.63 -1.45 -2.65
N 1.663 0.039 -0.905 0.63 -1.43 1.52
H -2.327 -0.492 0.975 -0.70 -0.04 0.22
H -1.647 -2.173 0.747 -0.04 1.76 0.90
H -1.536 -1.319 2.359 0.60 0.45 -1.05
H -1.463 1.147 0.016 0.16 0.53 -0.70
H 0.963 1.973 -1.221 0.05 0.87 -0.26
H 0.052 0.569 -2.103 1.15 1.41 1.67
H 1.095 -0.828 -0.532 1.03 0.58 -0.94
H 2.191 0.244 -0.026 -0.23 0.34 -0.69
H 2.325 -0.019 -1.706 -0.81 -0.49 0.70
```
Forces are in eV/Å.

Calculated values
Gap between HOMO and LUMO: 9.89 eV
Energy: -627.07587 Ha
Total charge: +1
HOMO level: -13.47 eV
F_max: 4.3 eV/Å
LUMO: -3.58 eV
SMILES string: CN1S[C@H]1C[NH3+]

This record from OMol25 describes a single C3H9N3 molecule. The level of theory is the ωB97M-V functional and the def2-TZVPD basis.

```
15
Properties=species:S:1:pos:R:3:forces:R:3
C 2.246 0.451 0.866 -0.11 0.25 -0.28
N 0.807 0.199 0.953 -0.19 0.12 -0.57
C 0.000 -0.036 -0.173 0.44 -0.27 -0.72
N 0.401 -0.313 -1.376 1.06 -0.21 0.96
N -1.354 0.004 0.072 0.23 0.60 1.22
C -2.359 -0.487 -0.863 0.36 -0.26 -1.10
H 2.622 0.725 1.884 -0.30 -0.37 -0.92
H 2.512 1.287 0.152 -0.34 -0.80 0.67
H 2.725 -0.482 0.514 0.12 0.55 0.27
H 0.341 0.517 1.782 -0.01 0.04 0.03
H 1.436 -0.455 -1.407 -1.17 0.35 0.07
H -1.610 0.405 0.984 -0.19 -0.54 -1.04
H -2.299 -1.645 -0.944 -0.46 1.92 0.24
H -2.109 -0.089 -1.917 -0.52 -0.56 1.66
H -3.359 -0.081 -0.526 1.08 -0.82 -0.49
```
Forces are in eV/Å.

Calculated values
Gap between HOMO and LUMO: 9.34 eV
Energy: -283.95633 Ha
Total charge: 0
HOMO level: -8.48 eV
F_max: 2.0 eV/Å
LUMO: 0.86 eV
SMILES string: CNC(=N)NC

This record from OMol25 describes a single C3H9N3 molecule. The level of theory is the ωB97M-V functional and the def2-TZVPD basis.

```
15
Properties=species:S:1:pos:R:3:forces:R:3
H -2.945 -0.019 -0.801 0.00 -0.32 -0.04
N -2.721 -0.030 0.196 2.15 0.58 0.03
C -1.431 -0.005 0.377 -0.66 -0.68 0.16
N -0.413 -0.238 -0.540 -0.49 -0.58 -1.58
N 0.995 0.000 -0.458 0.26 -0.67 0.48
C 1.292 1.290 0.101 1.61 -0.51 -0.88
C 1.773 -1.011 0.303 -2.20 -2.30 -0.80
H -1.065 0.084 1.403 -0.07 0.14 -0.09
H -0.730 -0.494 -1.504 0.59 0.49 1.33
H 0.682 1.874 -0.575 0.33 1.45 0.60
H 2.448 1.365 -0.044 -2.18 0.65 0.27
H 1.052 1.314 1.173 -0.05 0.59 -0.13
H 2.838 -0.710 0.500 -1.44 0.03 0.18
H 1.046 -1.271 1.201 2.29 0.09 -1.15
H 1.843 -1.913 -0.424 -0.14 1.05 1.61
```
Forces are in eV/Å.

Calculated values
Gap between HOMO and LUMO: 9.77 eV
Energy: -283.87615 Ha
Total charge: 0
HOMO level: -8.81 eV
F_max: 3.3 eV/Å
LUMO: 0.96 eV
SMILES string: [H]/N=C\NN(C)C

This record from OMol25 describes a single C3H9N3 molecule. The level of theory is the ωB97M-V functional and the def2-TZVPD basis.

```
15
Properties=species:S:1:pos:R:3:forces:R:3
H 2.797 -1.379 0.274 -1.09 1.65 0.33
N 2.181 -0.502 0.348 -0.46 -2.97 -1.55
C 1.014 -0.821 -0.190 2.56 0.10 1.68
N 0.127 0.135 -0.342 -1.93 4.86 0.27
C 0.427 1.615 0.087 1.25 0.32 1.01
N -1.262 0.000 -0.629 0.24 0.15 1.72
C -2.086 -0.458 0.550 -0.40 0.59 -0.48
H 0.623 -1.789 -0.491 0.38 -0.36 -0.09
H 1.168 2.254 -0.695 -2.60 -1.91 1.80
H -0.626 2.003 0.353 1.86 -0.10 -1.21
H 1.023 1.751 1.122 -1.18 -1.08 -2.36
H -1.420 -0.532 -1.471 0.02 -0.25 0.09
H -1.726 -1.404 0.899 0.02 -0.84 0.25
H -2.154 0.184 1.479 0.71 0.01 -1.45
H -3.141 -0.534 0.218 0.62 -0.18 -0.02
```
Forces are in eV/Å.

Calculated values
Gap between HOMO and LUMO: 9.36 eV
Energy: -283.86348 Ha
Total charge: 0
HOMO level: -8.43 eV
F_max: 5.2 eV/Å
LUMO: 0.92 eV
SMILES string: [H]/N=C/N(C)NC

This record from OMol25 describes a single C3H9N3 molecule. The level of theory is the ωB97M-V functional and the def2-TZVPD basis.

```
15
Properties=species:S:1:pos:R:3:forces:R:3
H -1.321 -1.478 -1.954 -0.28 -0.31 0.28
N -1.871 -0.682 -1.639 0.34 0.59 -1.31
C -1.078 0.148 -1.086 -0.13 -1.10 2.48
N -1.566 1.328 -0.475 0.19 0.14 -1.19
N 0.216 -0.136 -0.655 0.14 0.39 -0.31
C 0.845 0.305 0.595 -0.37 -0.22 -0.76
C 1.309 -0.862 1.472 1.35 1.02 -0.02
H -1.026 2.076 -0.907 -0.11 0.27 0.51
H -2.527 1.452 -0.772 -0.08 -0.07 0.09
H 0.808 -0.718 -1.221 -0.31 -0.22 -0.11
H 0.133 0.840 1.196 -0.46 0.45 -0.13
H 1.612 1.020 0.299 0.49 -0.17 0.50
H 1.703 -1.711 0.914 -0.47 -0.17 -0.04
H 0.570 -1.100 2.228 -0.14 -0.47 -0.22
H 2.192 -0.482 2.003 -0.15 -0.14 0.24
```
Forces are in eV/Å.

Calculated values
Gap between HOMO and LUMO: 9.49 eV
Energy: -283.95962 Ha
Total charge: 0
HOMO level: -8.55 eV
F_max: 2.7 eV/Å
LUMO: 0.94 eV
SMILES string: [H]/N=C(/N)NCC

This record from OMol25 describes a 2-piece molecular cluster, C3H9N3 overall. The level of theory is the ωB97M-V functional and the def2-TZVPD basis.

```
15
Properties=species:S:1:pos:R:3:forces:R:3
N 0.708 2.146 1.994 -1.52 -1.17 -2.08
C 0.571 0.910 1.998 3.52 0.95 3.61
N 0.802 -0.223 2.392 -2.05 0.11 -1.11
H 0.675 2.698 2.835 -0.10 -0.27 0.18
H 1.617 -0.805 2.387 0.18 0.33 -0.24
C 0.713 -0.631 -0.869 0.15 0.51 0.66
N -0.600 -0.094 -0.521 -0.84 1.12 0.13
C -1.565 -0.516 -1.529 -0.01 0.04 -1.00
H 1.191 -0.902 0.071 0.63 0.47 -0.16
H 0.707 -1.589 -1.390 -0.71 0.16 -0.27
H 1.268 0.085 -1.487 0.38 -0.25 0.22
H -0.606 0.966 -0.269 0.08 -2.68 -1.14
H -2.590 -0.164 -1.450 0.06 0.31 0.61
H -1.625 -1.605 -1.602 0.05 -0.08 0.64
H -1.265 -0.276 -2.560 0.16 0.45 -0.07
```
Forces are in eV/Å.

Calculated values
Gap between HOMO and LUMO: 9.22 eV
Energy: -283.87942 Ha
Total charge: 0
HOMO level: -8.45 eV
F_max: 5.1 eV/Å
LUMO: 0.77 eV
SMILES string: N=C=N.CNC

This record from OMol25 describes a single C3H9N3O molecule. The level of theory is the ωB97M-V functional and the def2-TZVPD basis.

```
16
Properties=species:S:1:pos:R:3:forces:R:3
C -0.556 -1.828 0.210 -0.15 -0.10 -0.31
C -0.178 -0.693 1.131 3.13 1.11 -0.64
N 0.780 0.389 0.317 -2.94 -0.58 0.71
N 2.181 0.463 0.340 0.21 -0.69 0.52
C 0.076 1.224 -0.491 -1.22 -0.34 -0.25
N -1.228 1.180 -0.509 1.59 -0.18 -0.08
O -1.699 1.907 -1.625 -0.61 0.46 0.05
H -1.349 -1.540 -0.486 0.14 0.04 0.12
H 0.304 -2.160 -0.379 -0.07 0.00 0.14
H -0.912 -2.683 0.794 0.04 0.15 -0.02
H -1.038 -0.241 1.624 0.27 0.57 -0.47
H 0.512 -1.026 1.908 -0.05 -0.08 -0.03
H 2.584 -0.210 -0.310 -0.15 0.19 -0.05
H 2.527 1.391 0.092 -0.46 -0.26 0.32
H 0.653 1.892 -1.149 -0.27 -0.29 0.09
H -2.657 1.936 -1.466 0.55 0.02 -0.08
```
Forces are in eV/Å.

Calculated values
Gap between HOMO and LUMO: 8.51 eV
Energy: -359.08687 Ha
Total charge: 0
HOMO level: -7.59 eV
F_max: 3.4 eV/Å
LUMO: 0.92 eV
SMILES string: CCN(N)/C=N/O

This record from OMol25 describes a 2-piece molecular cluster, C3H9N3O overall. The level of theory is the ωB97M-V functional and the def2-TZVPD basis.

```
16
Properties=species:S:1:pos:R:3:forces:R:3
C -1.730 1.173 -0.030 -0.84 0.26 1.08
C -0.501 0.816 0.263 1.00 2.83 2.84
C 0.351 -0.073 -0.482 -2.51 -1.72 1.65
N -0.334 -0.754 -1.466 0.46 2.48 1.54
N 1.701 0.099 -0.740 1.27 1.53 0.26
N 0.432 -1.582 1.150 -1.38 1.08 -1.59
O 2.381 1.130 0.114 -1.55 -1.71 -0.25
H -2.466 1.744 0.573 1.14 -0.27 -0.34
H -2.076 0.724 -0.877 -1.61 -0.78 -2.38
H -0.124 1.363 1.146 0.53 -0.88 -0.46
H -1.212 -1.159 -1.304 -0.78 -0.53 0.54
H 0.245 -1.154 -2.090 1.89 -1.95 -2.67
H 2.041 -0.810 -0.472 1.13 -0.28 0.24
H 3.064 1.572 -0.414 -0.50 -0.55 -0.56
H -0.528 -1.616 1.622 1.80 0.36 -0.66
H 1.041 -1.003 1.711 -0.06 0.13 0.76
```
Forces are in eV/Å.

Calculated values
Gap between HOMO and LUMO (alpha / beta): 8.21 / 8.21 eV
Energy: -359.02541 Ha
Total charge: 0
HOMO level (alpha / beta): -7.54 / -7.54 eV
F_max: 4.1 eV/Å
LUMO (alpha / beta): 0.67 / 0.67 eV

This record from OMol25 describes C3H9N3O as an isolated structure. The level of theory is the ωB97M-V functional and the def2-TZVPD basis.

```
16
Properties=species:S:1:pos:R:3:forces:R:3
C -0.948 0.181 -0.204 0.40 -0.12 -0.10
C -0.325 -0.243 0.990 0.43 0.05 -0.21
C 1.908 -0.125 0.893 -0.51 -0.09 -0.09
N -1.762 -0.685 -0.949 0.07 0.04 0.00
N -1.250 1.552 -0.358 0.04 -0.05 -0.01
N 0.840 -0.055 -0.951 -0.32 -0.33 -0.13
O 0.954 -1.017 -1.620 -0.12 0.49 0.49
H -1.754 -1.631 -0.598 0.04 0.05 0.01
H -1.518 -0.704 -1.936 0.02 0.01 0.05
H -0.439 2.141 -0.211 -0.02 -0.05 0.00
H -1.666 1.756 -1.257 0.03 -0.04 0.03
H -0.269 0.449 1.818 -0.02 0.00 -0.01
H -0.357 -1.293 1.240 -0.03 0.00 0.00
H 1.799 -0.610 1.860 0.01 0.04 -0.01
H 2.137 0.931 0.991 0.00 -0.02 0.01
H 2.647 -0.647 0.294 -0.03 0.01 -0.02
```
Forces are in eV/Å.

Calculated values
Gap between HOMO and LUMO: 8.08 eV
Energy: -359.02259 Ha
Total charge: 0
HOMO level: -7.37 eV
F_max: 0.7 eV/Å
LUMO: 0.71 eV

This record from OMol25 describes a single C3H9N3O molecule. The level of theory is the ωB97M-V functional and the def2-TZVPD basis.

```
16
Properties=species:S:1:pos:R:3:forces:R:3
N -1.504 -0.422 -0.424 1.72 -0.60 -0.73
C -0.379 -1.331 -0.798 0.22 -0.31 1.36
C 1.024 -0.848 -0.310 -1.21 0.74 -0.09
N 1.070 0.594 -0.311 0.75 0.45 -0.87
C 0.312 1.539 0.346 0.38 0.13 0.82
N 0.138 1.358 1.738 -0.20 -0.21 -0.18
O 0.073 2.627 -0.131 0.35 0.01 -0.27
H -1.966 -0.783 0.397 -0.52 -0.07 -0.34
H -2.045 -0.461 -1.270 -1.08 0.43 0.44
H -0.352 -1.493 -1.878 -0.13 0.17 0.17
H -0.536 -2.294 -0.292 0.05 -0.14 -0.51
H 1.240 -1.261 0.678 0.13 -0.09 0.01
H 1.731 -1.200 -1.057 0.33 -0.06 0.34
H 1.802 1.068 -0.825 -0.43 -0.38 -0.34
H -0.113 2.269 2.084 -0.47 -0.01 0.29
H -0.495 0.637 2.054 0.12 -0.06 -0.10
```
Forces are in eV/Å.

Calculated values
Gap between HOMO and LUMO: 9.69 eV
Energy: -359.20681 Ha
Total charge: 0
HOMO level: -8.89 eV
F_max: 2.0 eV/Å
LUMO: 0.80 eV
SMILES string: NCCNC(N)=O